[1]
{
  "formula": "C9H24O3Tl",
  "method": "wB97M-V/def2-TZVPD",
  "charge": 3,
  "homo_lumo_gap_ev": 2.14,
  "e_homo_ha": -0.7105,
  "lumo_ev": -17.197,
  "elements": ["Tl", "C", "C", "C", "O", "H", "H", "H", "H", "H", "H", "H", "H", "C", "C", "C", "O", "H", "H", "H", "H", "H", "H", "H", "H", "C", "C", "C", "O", "H", "H", "H", "H", "H", "H", "H", "H"],
  "coordinates": [[20.064787, 21.070710, 5.034122], [24.763009, 22.669213, 6.742450], [23.376927, 22.363729, 7.295453], [23.070821, 23.282670, 8.538713], [22.390078, 22.611502, 6.289301], [24.936247, 21.962055, 5.924925], [25.517340, 22.563666, 7.521185], [24.829927, 23.691114, 6.356217], [23.198066, 21.323133, 7.560506], [22.024159, 23.200897, 8.821760], [23.334691, 24.320767, 8.329802], [23.711960, 22.934379, 9.353764], [22.503971, 23.532870, 5.994039], [24.098630, 21.254261, 1.207307], [23.515240, 22.170367, 2.304995], [23.100448, 23.538126, 1.648884], [22.388446, 21.577835, 2.921077], [24.907149, 21.792105, 0.712615], [23.363881, 20.951643, 0.457631], [24.486883, 20.353476, 1.697278], [24.216431, 22.352439, 3.116229], [24.024225, 24.025235, 1.324445], [22.601437, 24.144238, 2.405665], [22.459505, 23.424414, 0.774134], [21.736522, 21.401027, 2.219253], [20.143997, 15.893623, 3.800304], [19.625400, 17.331224, 3.453585], [18.182915, 17.183823, 2.872629], [19.575685, 18.088178, 4.658930], [19.451684, 15.388877, 4.481032], [21.129039, 15.957831, 4.262938], [20.181358, 15.302459, 2.883602], [20.340292, 17.816132, 2.794305], [17.558444, 16.522912, 3.472834], [18.296998, 16.800889, 1.854690], [17.697863, 18.161586, 2.848260], [19.075136, 17.520431, 5.274821]],
  "forces_ev_per_angstrom": [[-0.2, 0.0, 0.2], [0.4, 0.4, 0.0], [-1.3, -0.6, -0.7], [0.4, 0.6, 0.5], [0.6, 0.2, 0.4], [0.0, 0.0, 0.0], [-0.1, -0.1, 0.0], [0.0, -0.1, 0.0], [0.3, 0.0, 0.2], [-0.1, -0.1, -0.2], [-0.1, -0.1, -0.1], [0.0, -0.1, -0.2], [-0.1, 0.0, 0.0], [0.1, -0.1, -0.4], [-0.4, -0.3, 1.0], [0.1, 0.5, -0.5], [0.3, 0.1, -0.4], [-0.1, 0.0, 0.0], [0.0, 0.1, 0.0], [-0.1, 0.1, 0.1], [0.1, 0.0, -0.1], [0.0, -0.1, 0.1], [0.0, -0.1, 0.1], [0.0, -0.2, 0.1], [0.1, 0.0, -0.1], [-0.4, -0.6, 0.1], [0.4, 0.4, 0.8], [-0.2, 0.0, -0.3], [0.1, -0.7, -0.7], [0.1, 0.0, 0.0], [0.0, 0.2, 0.0], [0.0, 0.2, -0.1], [-0.3, 0.2, -0.1], [0.1, -0.1, -0.1], [0.0, -0.2, 0.1], [0.2, 0.1, 0.0], [-0.1, 0.3, 0.2]]
}

[2]
{
  "formula": "C9H24O7V",
  "method": "wB97M-V/def2-TZVPD",
  "multiplicity": 4,
  "s_squared": 3.76,
  "charge": 0,
  "homo_lumo_gap_ev": [5.89, 5.96],
  "e_homo_ha": [-0.2269, -0.2297],
  "lumo_ev": [-0.282, -0.293],
  "elements": ["V", "C", "O", "O", "O", "C", "C", "O", "H", "H", "H", "H", "H", "H", "C", "C", "O", "H", "H", "H", "H", "H", "H", "C", "C", "O", "H", "H", "H", "H", "H", "H", "C", "C", "O", "H", "H", "H", "H", "H", "H"],
  "coordinates": [[-14.774510, 8.225130, -12.325350], [-16.195250, 10.438710, -12.004900], [-16.866530, 11.420400, -12.058350], [-15.023920, 10.336670, -12.409140], [-16.530270, 9.336030, -11.542870], [-14.658420, 8.256580, -16.560830], [-14.895200, 7.245000, -15.411740], [-15.622230, 7.776260, -14.311060], [-15.496540, 8.949250, -16.637430], [-14.543140, 7.703580, -17.493040], [-13.742690, 8.821780, -16.387400], [-13.913300, 6.940020, -15.049850], [-15.328340, 6.286960, -15.699230], [-16.469540, 8.098140, -14.627390], [-12.611480, 6.670940, -9.329180], [-13.634300, 7.773040, -9.151730], [-13.752620, 8.392330, -10.387430], [-12.939350, 5.848270, -9.964650], [-12.444740, 6.133520, -8.395650], [-11.692800, 6.969350, -9.834240], [-13.348510, 8.367880, -8.284210], [-14.555670, 7.311660, -8.796330], [-13.351540, 9.257150, -10.274210], [-10.795220, 7.551910, -14.069490], [-11.707580, 7.737090, -12.854600], [-12.838130, 8.493200, -13.349520], [-10.461390, 8.531560, -14.411460], [-11.401440, 7.107360, -14.858780], [-9.926700, 6.921660, -13.878310], [-11.171080, 8.200150, -12.026450], [-12.094430, 6.803750, -12.445540], [-12.467460, 9.259630, -13.793120], [-17.043220, 5.434330, -11.979520], [-15.684590, 5.449460, -11.223580], [-14.696690, 5.998050, -12.060790], [-17.223780, 6.456490, -12.312220], [-17.799030, 4.981490, -11.337810], [-16.925090, 4.848100, -12.890820], [-15.432430, 4.429530, -10.933280], [-15.683320, 6.073260, -10.329720], [-14.347240, 5.358230, -12.685380]],
  "forces_ev_per_angstrom": [[-1.6, 3.0, 0.4], [-0.4, 0.3, 0.2], [-2.2, 3.2, -0.1], [7.0, -0.1, -3.0], [-2.9, -6.5, 2.3], [-0.3, -0.7, 0.6], [0.8, 0.0, -0.4], [0.3, -0.1, 0.0], [0.0, 0.0, -0.1], [-0.1, 0.1, -0.1], [-0.1, 0.1, 0.1], [0.0, 0.2, 0.4], [-0.5, 0.2, -0.5], [-0.2, 0.3, 0.2], [0.1, -1.4, 0.2], [0.6, -2.4, 1.1], [-0.1, 1.5, -0.2], [-0.7, 0.2, -0.3], [0.5, 0.3, 0.3], [0.2, 0.5, 0.6], [0.2, 0.9, -0.6], [-0.4, 0.1, -0.5], [-0.3, 0.5, -0.6], [-0.3, -0.3, 0.4], [0.4, -0.2, -0.9], [0.6, -0.8, 1.0], [0.2, 0.0, 0.0], [0.2, -0.1, -0.1], [0.0, 0.1, 0.0], [-0.2, 0.5, 0.0], [-0.1, -0.1, -0.3], [-0.5, 0.5, 0.1], [1.4, 0.2, 0.5], [-1.6, -0.7, -0.2], [1.2, 0.6, -0.4], [-0.6, 0.0, 0.4], [-0.2, 0.4, -0.2], [0.0, -0.3, 0.0], [0.3, 0.0, 0.1], [-0.3, 0.0, -0.1], [-0.2, -0.1, -0.1]]
}

[3]
{
  "formula": "C9H24OSi2",
  "method": "wB97M-V/def2-TZVPD",
  "smiles": "CC(C)[Si](O[SiH3])(C(C)C)C(C)C",
  "charge": 0,
  "homo_lumo_gap_ev": 10.04,
  "e_homo_ha": -0.3385,
  "lumo_ev": 0.825,
  "elements": ["C", "C", "C", "Si", "O", "Si", "C", "C", "C", "C", "C", "C", "H", "H", "H", "H", "H", "H", "H", "H", "H", "H", "H", "H", "H", "H", "H", "H", "H", "H", "H", "H", "H", "H", "H", "H"],
  "coordinates": [[2.007866, -0.955601, 1.750135], [0.477362, -0.612039, 1.561505], [-0.405651, -1.817124, 2.210886], [-0.041660, 0.050958, -0.056139], [-1.629235, 0.958549, 0.181197], [-3.148001, 0.740915, 0.490565], [-0.241376, -0.859609, -1.727580], [-0.860764, 0.149454, -2.703968], [-1.084009, -2.047804, -1.599300], [1.048513, 1.660095, -0.231881], [2.307658, 1.252037, -1.001358], [1.245307, 2.391885, 1.100756], [2.343544, -0.749231, 2.743758], [2.146841, -1.986287, 1.538786], [2.486713, -0.443674, 0.997367], [0.215663, 0.207302, 2.165497], [-1.429489, -1.516355, 2.287742], [-0.062260, -2.115216, 3.246249], [-0.191949, -2.661683, 1.624104], [-3.631131, 1.933581, 1.157726], [-3.507108, -0.487929, 1.167960], [-3.664965, 0.572343, -0.888360], [0.782649, -1.216804, -2.106877], [-1.949980, 0.484948, -2.497463], [-0.350348, 1.049726, -2.892041], [-0.890200, -0.366640, -3.588588], [-2.091235, -1.869274, -1.716817], [-0.894957, -2.640362, -0.734541], [-0.786138, -2.698448, -2.412710], [0.356180, 2.361769, -0.831571], [2.791267, 0.350615, -0.555809], [1.893308, 0.937585, -1.976331], [3.127392, 2.067390, -1.070439], [1.898944, 1.956266, 1.824921], [0.301516, 2.440812, 1.604415], [1.429738, 3.477860, 0.938201]],
  "forces_ev_per_angstrom": [[-2.9, -0.1, 0.1], [-0.2, -3.7, 1.8], [2.0, 1.8, 0.8], [-1.7, 3.6, -0.8], [5.0, -1.7, 0.0], [-1.5, -0.2, -1.2], [2.0, 2.1, 1.2], [-2.1, 0.3, 1.6], [1.4, -2.1, -0.8], [-1.1, -0.1, -0.3], [0.7, 0.7, -0.2], [-0.8, 1.1, -0.7], [0.3, 0.3, 0.5], [0.1, -1.1, -0.1], [1.8, 1.3, -1.0], [-0.1, 1.4, 0.9], [-0.7, -0.2, -0.2], [-0.1, 0.7, -0.9], [-0.4, -1.3, -0.9], [-0.5, 0.3, 0.4], [-0.1, -0.5, 0.6], [-0.8, 0.1, 0.0], [-1.2, 0.9, 0.5], [1.7, -0.9, 0.2], [1.1, 1.1, 0.1], [-0.3, -1.1, -2.7], [-2.4, 0.5, 0.0], [0.0, -0.3, 1.0], [-0.3, -0.5, -0.4], [1.2, -1.1, 0.5], [-0.2, 0.8, -0.4], [1.0, 0.3, 0.0], [-1.4, -1.2, -0.2], [0.9, -0.3, 0.1], [-0.9, -0.1, 0.4], [0.6, -0.7, 0.1]]
}

[4]
{
  "formula": "C9H25BFO9P2S2",
  "method": "wB97M-V/def2-TZVPD",
  "charge": -1,
  "homo_lumo_gap_ev": 7.78,
  "e_homo_ha": -0.2139,
  "lumo_ev": 1.962,
  "elements": ["C", "C", "O", "P", "O", "C", "C", "B", "P", "O", "S", "O", "O", "F", "O", "C", "C", "H", "H", "H", "H", "H", "H", "H", "H", "H", "H", "H", "H", "H", "H", "H", "H", "H", "O", "S", "O", "O", "C", "C", "C", "H", "H", "H", "H", "H", "H", "H", "H"],
  "coordinates": [[4.549194, -0.560537, 1.248405], [3.660809, -1.388418, 2.170481], [2.775126, -2.281248, 1.488283], [1.388478, -1.863224, 0.796647], [0.217096, -2.287552, 1.583318], [1.518244, -2.489400, -0.870206], [2.870709, -2.264726, -1.570712], [2.891069, -1.018084, -2.604126], [4.694196, -0.300204, -2.760564], [5.838849, -1.146977, -2.281831], [2.239707, -1.601203, -4.308817], [3.196765, -1.514852, -5.381950], [1.424933, -2.784662, -4.219192], [1.164938, -0.443934, -4.687197], [1.485301, -0.270751, 0.610986], [0.918164, 0.619804, 1.581989], [-0.169813, 1.456668, 0.936441], [5.458056, -1.095068, 0.972252], [4.027611, -0.295863, 0.331918], [4.825920, 0.374514, 1.741623], [3.084694, -0.753047, 2.850913], [4.272712, -2.043762, 2.790320], [1.281500, -3.553354, -0.771633], [0.696133, -2.032457, -1.426707], [3.161377, -3.191064, -2.070604], [3.657701, -2.094839, -0.832784], [2.160338, -0.116863, -2.269918], [4.636538, 0.936540, -2.057855], [4.883404, 0.214731, -4.064945], [1.731813, 1.247142, 1.953972], [0.508682, 0.044077, 2.414045], [-1.121064, 0.926602, 0.905338], [0.125581, 1.740500, -0.074159], [-0.315288, 2.370357, 1.519958], [-3.887151, 1.260679, 0.187789], [-4.592788, 2.337684, 0.808790], [-4.249590, 2.728641, 2.141413], [-6.153302, 2.038961, 0.727646], [-6.580777, 0.706065, 1.113578], [-6.626716, 0.529631, 2.614926], [-4.570276, 3.753603, -0.233098], [-5.919962, -0.019106, 0.638565], [-7.569861, 0.612934, 0.669829], [-5.629345, 0.559008, 3.050076], [-7.077616, -0.436206, 2.846444], [-7.225555, 1.315758, 3.075015], [-4.872507, 3.456015, -1.232984], [-3.544163, 4.115223, -0.232962], [-5.239866, 4.502269, 0.181283]],
  "forces_ev_per_angstrom": [[0.0, 0.0, 0.0], [0.0, 0.0, 0.1], [0.1, 0.0, -0.2], [0.1, 0.2, 0.1], [0.0, 0.0, 0.0], [0.0, -0.1, 0.1], [0.1, 0.1, -0.1], [-0.1, 0.0, 0.3], [0.1, -0.1, 0.0], [0.0, 0.0, 0.0], [0.0, 0.0, -0.1], [-0.1, -0.1, 0.0], [0.0, 0.0, 0.0], [0.0, 0.0, 0.0], [0.0, -0.1, 0.1], [-0.1, 0.0, -0.1], [0.0, 0.2, 0.2], [-0.1, 0.0, -0.1], [-0.1, 0.0, 0.0], [0.1, -0.1, 0.0], [0.0, 0.0, -0.1], [0.0, 0.1, 0.1], [0.0, 0.0, 0.0], [0.0, -0.1, 0.0], [0.0, 0.0, 0.0], [0.0, -0.1, 0.0], [0.0, 0.0, -0.1], [0.0, 0.0, 0.0], [0.0, 0.0, 0.0], [0.0, 0.0, -0.1], [0.0, 0.0, 0.0], [0.1, -0.1, -0.1], [0.0, 0.0, 0.0], [-0.1, 0.0, 0.0], [0.0, 0.0, 0.0], [0.0, 0.0, 0.0], [0.0, 0.0, 0.0], [0.0, 0.0, 0.0], [0.0, -0.1, 0.0], [0.0, 0.1, 0.0], [0.0, 0.0, 0.0], [0.0, 0.0, 0.0], [0.0, 0.0, 0.0], [0.0, 0.0, 0.0], [0.0, 0.0, 0.0], [0.0, 0.0, 0.0], [0.0, 0.0, 0.0], [0.0, 0.0, 0.0], [0.0, 0.0, 0.0]]
}

[5]
{
  "formula": "C9H25CuNO8P",
  "method": "wB97M-V/def2-TZVPD",
  "charge": -2,
  "homo_lumo_gap_ev": 3.27,
  "e_homo_ha": 0.0407,
  "lumo_ev": 4.381,
  "elements": ["Cu", "O", "H", "O", "H", "O", "H", "C", "O", "N", "C", "C", "H", "H", "H", "H", "H", "H", "H", "C", "C", "O", "P", "O", "O", "C", "C", "O", "C", "C", "H", "H", "H", "H", "H", "H", "H", "H", "H", "H", "H", "H", "H", "H", "H"],
  "coordinates": [[1.807481, 3.018807, 0.428091], [2.909052, 1.940594, 2.005491], [2.404662, 1.704087, 2.795714], [3.512350, 4.538684, 0.402407], [3.714958, 5.326282, -0.114309], [2.775508, 1.525532, -1.131539], [2.026965, 1.074532, -1.549691], [-1.123686, 3.504924, -1.149581], [-0.071451, 3.910783, -0.679135], [-1.163467, 2.740223, -2.229819], [-2.363889, 2.415988, -2.980064], [0.082601, 2.405852, -2.919694], [-2.079576, 3.743426, -0.658708], [-3.243559, 2.289699, -2.347639], [-2.205117, 1.402368, -3.362475], [-2.553357, 2.990411, -3.889806], [0.834488, 2.285708, -2.129822], [-0.011031, 1.441590, -3.415744], [0.376353, 3.220335, -3.582956], [-1.188965, -3.316343, 4.311367], [-1.073963, -3.089134, 2.798172], [0.324000, -2.878427, 2.550338], [0.672775, -2.295620, 1.065584], [2.059905, -1.875485, 0.894581], [0.178233, -3.499343, 0.079636], [0.987788, -3.822457, -1.073150], [0.563625, -2.791996, -2.135784], [-0.408642, -1.121202, 0.723019], [-0.024818, 0.245532, 1.011777], [-1.371457, 1.002879, 1.114917], [-0.882005, -2.426492, 4.858772], [-2.198440, -3.644550, 4.554905], [-0.453916, -4.102719, 4.481232], [-1.382829, -4.060760, 2.392271], [-1.702628, -2.333363, 2.329372], [2.038906, -3.735230, -0.805251], [0.674861, -4.824782, -1.364416], [1.189318, -1.903819, -2.028917], [0.725058, -3.071093, -3.184346], [-0.502675, -2.619474, -2.022277], [0.507565, 0.338652, 1.959623], [0.661042, 0.661144, 0.274471], [-2.131182, 0.651109, 0.422715], [-1.722040, 0.955430, 2.154897], [-1.168802, 2.077718, 1.145770]],
  "forces_ev_per_angstrom": [[2.5, -0.4, 0.3], [-1.2, 0.2, -0.1], [0.0, 0.1, 0.0], [-0.5, 0.2, 0.2], [-0.2, 0.0, -0.2], [-1.2, 0.3, -0.3], [0.3, -0.3, 0.0], [1.2, 0.9, 1.2], [-0.6, 0.1, 0.2], [-0.9, -0.9, -2.2], [0.2, -1.3, 0.4], [0.2, 0.2, 1.2], [-0.3, -0.1, -0.2], [-0.1, 0.6, 0.1], [0.0, -0.1, 0.0], [0.0, 0.6, 0.3], [0.5, 0.3, -0.3], [-0.2, 0.1, -0.2], [0.1, -0.2, -0.2], [0.3, 0.5, -1.0], [-0.1, -1.2, 0.8], [-0.6, 0.7, -1.6], [-0.2, 1.0, -0.9], [-0.3, -0.8, 0.3], [0.2, 0.3, 1.4], [-1.0, 1.1, -0.5], [0.9, -0.3, -0.5], [1.0, -2.2, 0.5], [-0.9, 1.1, 0.4], [1.2, 0.5, 1.5], [-0.2, 0.0, 0.1], [0.0, 0.0, 0.2], [-0.2, -0.1, 0.5], [0.2, 0.1, -0.5], [0.1, 0.3, 0.4], [0.0, -0.2, -0.1], [0.3, -0.1, 0.2], [-0.5, 0.3, 0.3], [0.1, -0.5, 0.2], [0.0, 0.4, 0.1], [0.1, -0.2, -0.1], [0.1, -0.2, -0.3], [0.0, 0.3, -0.2], [-0.4, -0.9, -0.1], [0.0, 0.0, -1.1]]
}